C33H46N6OS4Si2TeTi as an isolated structure. Source: the Open Molecules 2025 dataset; level of theory: ωB97M-V/def2-TZVPD.

```
94
C33H46N6OS4Si2TeTi | the Open Molecules 2025 dataset | ωB97M-V/def2-TZVPD
Ti -0.324 -0.102 -0.100
O -1.686 -1.033 -0.897
N -2.607 -0.712 -1.807
C -3.560 -1.613 -2.106
C -4.527 -1.324 -3.028
C -4.508 -0.074 -3.664
C -3.522 0.824 -3.359
C -2.537 0.509 -2.409
S -1.274 1.530 -1.959
H -3.483 -2.551 -1.574
H -5.290 -2.048 -3.253
H -5.261 0.182 -4.389
H -3.464 1.794 -3.823
N 1.196 3.629 0.777
C 0.551 4.262 1.834
C 1.135 5.374 2.429
C 0.492 6.026 3.467
C -0.727 5.565 3.931
C -1.312 4.446 3.356
C -0.681 3.804 2.305
S -1.442 2.394 1.525
N -0.115 1.650 0.777
C 0.936 2.349 0.375
C 1.765 1.713 -0.594
C 2.811 2.354 -1.284
C 3.411 1.723 -2.342
C 2.992 0.424 -2.684
C 1.988 -0.163 -1.956
N 1.370 0.438 -0.928
H 2.080 4.028 0.499
H 2.090 5.728 2.070
H 0.956 6.890 3.914
H -1.218 6.069 4.748
H -2.264 4.083 3.710
H 3.118 3.354 -1.017
H 4.179 2.213 -2.914
H 3.437 -0.106 -3.510
H 1.650 -1.171 -2.187
C 2.002 -3.798 3.827
N 1.890 -2.603 3.027
C 2.189 -1.358 3.379
N 2.721 -1.081 4.578
S 1.913 -0.100 2.283
H 1.850 -4.654 3.172
H 1.237 -3.827 4.609
H 2.987 -3.879 4.289
H 1.466 -2.694 2.098
H 2.859 -1.780 5.288
H 2.912 -0.121 4.805
S 0.417 -2.398 0.300
C 1.067 -3.397 -0.995
C 2.041 -4.347 -0.700
C 2.581 -5.115 -1.711
C 2.160 -4.949 -3.022
C 1.176 -4.019 -3.315
C 0.624 -3.250 -2.307
H 2.380 -4.465 0.318
H 3.349 -5.838 -1.473
H 2.599 -5.536 -3.813
H 0.840 -3.882 -4.333
H -0.152 -2.526 -2.541
C 0.298 1.647 4.896
Si -1.119 0.483 5.404
C -2.113 1.320 6.798
C -0.495 -1.234 5.963
C -2.302 0.160 3.935
Te -1.392 -0.988 2.336
C -3.375 -1.579 1.688
Si -3.728 -3.398 2.174
C -3.432 -3.578 4.049
C -2.579 -4.510 1.127
C -5.560 -3.764 1.767
H 1.029 1.755 5.692
H -0.078 2.641 4.672
H 0.816 1.286 4.012
H -1.458 1.526 7.637
H -2.931 0.709 7.165
H -2.531 2.266 6.469
H 0.398 -1.159 6.576
H -0.278 -1.864 5.100
H -1.252 -1.732 6.562
H -2.736 1.086 3.560
H -3.115 -0.478 4.276
H -3.431 -1.472 0.610
H -4.075 -0.874 2.132
H -2.476 -3.152 4.347
H -3.444 -4.622 4.340
H -4.207 -3.074 4.620
H -1.612 -4.037 0.960
H -3.011 -4.740 0.155
H -2.392 -5.462 1.614
H -6.231 -3.170 2.382
H -5.792 -4.807 1.960
H -5.806 -3.565 0.727
```

HOMO-LUMO gap (spin up / spin down) = 5.480 / 5.570 eV
electronic energy = -4978.02746 Ha
highest occupied orbital energy (spin up / spin down) = -9.225 / -9.334 eV
net charge = +1
lowest unoccupied orbital energy (spin up / spin down) = -3.7 / -3.8 eV
2S+1 = 2

Need the Löwdin charges? In units of e they are: atom 1 (Ti): 0.33, atom 2 (O): -0.39, atom 3 (N): -0.16, atom 4 (C): -0.01, atom 5 (C): -0.03, atom 6 (C): -0.04, atom 7 (C): -0.07, atom 8 (C): -0.64, atom 9 (S): 0.81, atom 10 (H): 0.14, atom 11 (H): 0.11, atom 12 (H): 0.12, atom 13 (H): 0.11, atom 14 (N): 0.16, atom 15 (C): -0.23, atom 16 (C): 0.00, atom 17 (C): -0.06, atom 18 (C): -0.07, atom 19 (C): -0.10, atom 20 (C): -0.42, atom 21 (S): 1.00, atom 22 (N): -0.48, atom 23 (C): -0.36, atom 24 (C): -0.21, atom 25 (C): 0.03, atom 26 (C): -0.01, atom 27 (C): 0.01, atom 28 (C): -0.07, atom 29 (N): -0.06, atom 30 (H): 0.14, atom 31 (H): 0.12, atom 32 (H): 0.11, atom 33 (H): 0.11, atom 34 (H): 0.11, atom 35 (H): 0.12, atom 36 (H): 0.12, atom 37 (H): 0.12, atom 38 (H): 0.10, atom 39 (C): -0.06, atom 40 (N): -0.08, atom 41 (C): -0.87, atom 42 (N): 0.13, atom 43 (S): 0.64, atom 44 (H): 0.09, atom 45 (H): 0.08, atom 46 (H): 0.09, atom 47 (H): -0.04, atom 48 (H): 0.10, atom 49 (H): 0.10, atom 50 (S): 0.59, atom 51 (C): -0.60, atom 52 (C): -0.11, atom 53 (C): -0.08, atom 54 (C): -0.09, atom 55 (C): -0.09, atom 56 (C): -0.15, atom 57 (H): 0.09, atom 58 (H): 0.11, atom 59 (H): 0.10, atom 60 (H): 0.10, atom 61 (H): 0.10, atom 62 (C): -0.18, atom 63 (Si): 0.47, atom 64 (C): -0.17, atom 65 (C): -0.18, atom 66 (C): -0.53, atom 67 (Te): 1.30, atom 68 (C): -0.50, atom 69 (Si): 0.48, atom 70 (C): -0.18, atom 71 (C): -0.17, atom 72 (C): -0.18, atom 73 (H): 0.03, atom 74 (H): 0.01, atom 75 (H): -0.06, atom 76 (H): 0.03, atom 77 (H): 0.03, atom 78 (H): 0.02, atom 79 (H): 0.02, atom 80 (H): -0.02, atom 81 (H): 0.03, atom 82 (H): -0.02, atom 83 (H): 0.01, atom 84 (H): -0.03, atom 85 (H): 0.02, atom 86 (H): -0.01, atom 87 (H): 0.03, atom 88 (H): 0.03, atom 89 (H): -0.03, atom 90 (H): 0.03, atom 91 (H): 0.03, atom 92 (H): 0.02, atom 93 (H): 0.03, atom 94 (H): 0.02